Molecular formula: C4H8NO
Method: DFT, the ωB97M-V functional and the def2-TZVPD basis

- SMILES = C=[N+]=C(O)CC
- highest occupied orbital energy (eV) = -16.1
- calculated total energy (a.u.) = -286.87476
- Kohn-Sham gap (Eh) = 0.4023

The geometry in ORCA input format:
```
! wB97M-V def2-TZVPD RIJCOSX def2/J DEFGRID3
* xyz 1 1
C -0.49 0.41 -2.34
N -0.82 0.35 -1.14
C -0.88 0.20 0.12
O -1.98 0.63 0.85
C 0.18 -0.60 0.93
C 1.74 -0.29 1.07
H 0.11 1.18 -2.70
H -1.01 -0.29 -3.11
H -2.72 1.04 0.36
H 0.16 -1.57 0.58
H -0.46 -0.54 1.90
H 1.76 0.44 1.95
H 2.30 -1.22 1.39
H 2.12 0.24 0.13
*
```

Results of the natural (NBO) charge analysis, in e, for atoms 1 through 8: 0.1280 -0.3594 0.6968 -0.6148 -0.4719 -0.6062 0.2210 0.2390